No. 1
ORCA calculation (wB97M-V/def2-TZVPD) on a structure of composition C24H70BHgN6O6 in a non-equilibrium geometry.

CARTESIAN COORDINATES (ANGSTROEM)
1 N 22.705 13.398 -7.597
2 C 22.919 19.108 -3.068
3 H 20.403 15.872 -8.640
4 H 23.150 21.855 -10.830
5 H 28.376 18.971 -4.678
6 H 27.443 17.540 -4.978
7 H 28.604 15.943 -5.932
8 O 25.406 22.807 -9.708
9 H 24.853 19.637 -7.890
10 H 19.845 14.148 -11.037
11 C 27.096 19.196 -6.449
12 H 19.485 16.578 -9.985
13 H 20.619 12.095 -5.312
14 H 23.334 12.627 -7.770
15 H 21.995 16.484 -7.124
16 O 27.043 15.673 -7.332
17 C 21.192 11.453 -7.885
18 H 25.228 14.917 -7.407
19 H 24.897 16.136 -4.151
20 O 21.188 17.658 -9.400
21 H 26.686 18.880 -4.290
22 C 21.435 12.816 -7.188
23 H 22.677 18.101 -7.106
24 N 22.695 15.380 -9.870
25 O 22.690 20.828 -6.419
26 H 26.831 24.313 -10.188
27 H 26.814 15.047 -4.791
28 H 28.583 18.080 -7.559
29 H 25.566 12.774 -5.010
30 C 20.911 14.184 -10.815
31 H 21.557 22.361 -7.240
32 O 28.175 19.804 -8.602
33 C 20.486 16.385 -9.598
34 H 21.548 16.129 -11.471
35 C 22.286 19.933 -4.093
36 C 21.802 21.917 -6.275
37 H 23.060 13.851 -6.767
38 H 26.076 21.311 -8.427
39 H 23.699 16.635 -7.061
40 H 21.894 20.885 -3.736
41 H 19.511 18.775 -9.092
42 H 20.609 13.485 -7.426
43 H 22.553 20.260 -10.497
44 H 26.431 13.691 -7.006
45 H 26.336 17.428 -6.995
46 N 24.011 19.650 -8.447
47 H 20.669 15.086 -5.751
48 C 25.892 14.914 -5.357
49 H 23.480 20.143 -7.743
50 N 21.184 19.170 -4.570
51 H 24.910 20.444 -10.264
52 N 26.025 18.389 -6.978
53 C 21.541 12.551 -5.672
54 H 29.390 20.760 -10.071
55 H 20.873 21.505 -5.881
56 H 29.159 19.572 -6.768
57 O 21.926 13.690 -4.940
58 C 26.166 14.741 -6.880
59 H 21.084 15.392 -4.011
60 C 23.006 21.132 -10.026
61 H 20.800 19.621 -5.389
62 N 25.097 16.078 -5.139
63 Hg 23.424 17.449 -8.936
64 H 28.778 14.463 -6.938
65 C 28.382 15.478 -6.892
66 H 24.594 22.303 -7.953
67 H 21.038 19.547 -8.652
68 H 23.086 18.088 -3.416
69 H 30.281 19.822 -8.888
70 H 25.996 24.537 -8.679
71 H 27.284 23.341 -8.906
72 H 22.351 11.851 -5.465
73 C 25.160 21.810 -8.744
74 C 23.342 20.307 -5.241
75 H 24.072 13.799 -5.140
76 C 25.100 13.733 -4.783
77 B 22.786 17.098 -6.722
78 C 26.388 23.774 -9.351
79 H 21.562 18.293 -4.899
80 H 21.268 13.711 -11.731
81 C 28.358 19.127 -7.357
82 H 29.685 21.367 -8.437
83 H 22.465 14.730 -9.132
84 H 21.905 10.750 -7.454
85 H 22.814 17.097 -5.644
86 C 27.414 18.626 -5.059
87 H 25.296 18.388 -6.278
88 C 20.883 14.643 -4.778
89 H 29.033 16.023 -7.575
90 C 29.424 20.483 -9.018
91 H 23.954 21.113 -4.834
92 C 20.487 18.607 -8.638
93 H 20.213 11.042 -7.640
94 C 24.323 20.738 -9.393
95 H 20.370 18.309 -7.596
96 H 22.179 19.029 -2.271
97 H 22.306 21.553 -9.304
98 H 26.824 20.248 -6.370
99 C 21.379 15.599 -10.534
100 H 20.896 13.514 -9.956
101 H 24.037 19.516 -5.520
102 H 23.894 19.498 -2.777
103 H 21.305 11.576 -8.962
104 H 23.238 14.750 -10.443
105 H 24.250 16.018 -5.686
106 H 19.939 14.271 -4.382
107 H 25.144 13.733 -3.694
108 H 22.023 22.763 -5.623

multiplicity: 2
net charge: +2
HOMO (alpha / beta): -13.39 / -13.23 eV
Kohn-Sham gap (alpha / beta): 7.79 / 2.79 eV


No. 2
ORCA calculation (wB97M-V/def2-TZVPD) on a cluster of 9 separate species, C24H71N13O9 in total in a non-equilibrium geometry.

CARTESIAN COORDINATES (ANGSTROEM)
1 H -2.593 2.916 4.286
2 H -0.260 4.874 2.867
3 C 3.473 -4.196 1.455
4 H -3.100 5.470 -1.006
5 H -5.412 5.591 -2.262
6 H -4.541 5.836 4.527
7 H -5.368 2.394 -0.858
8 H -6.809 3.976 -4.427
9 H -0.913 -0.681 -1.573
10 N 2.350 -1.724 -1.250
11 H 5.869 -1.567 1.769
12 H -6.711 4.363 -2.108
13 C -4.927 4.825 4.390
14 N -0.099 -3.209 2.616
15 H -1.091 0.292 3.216
16 C 3.103 -1.872 -5.098
17 N -1.459 -0.083 -4.824
18 H 6.656 -0.176 1.173
19 C 3.787 -5.604 -0.505
20 H 3.866 -3.440 0.775
21 H -0.056 -3.157 -0.332
22 H 5.835 -3.343 -0.155
23 O -0.707 -5.265 3.498
24 H 4.502 -4.953 4.719
25 H 4.491 -0.964 -6.242
26 H 4.047 -0.332 3.769
27 C 0.986 -1.825 -1.742
28 H 0.497 1.831 0.005
29 H 3.557 -1.085 0.315
30 O 3.986 -5.373 0.897
31 C 0.462 -3.186 -1.290
32 H -0.316 -2.325 2.178
33 H 4.549 -5.004 -1.002
34 N 3.504 -1.121 -6.095
35 H 3.947 -6.664 -0.706
36 H 4.202 -6.301 3.436
37 C -5.635 4.539 -2.080
38 H -2.403 4.705 4.138
39 N 3.745 -2.851 3.437
40 H 2.798 -2.506 -1.706
41 O 3.772 -2.060 -4.135
42 C -4.194 4.049 3.291
43 H -1.561 5.420 1.849
44 H 5.603 0.622 3.332
45 C -1.021 -4.106 3.095
46 O -1.933 3.539 2.553
47 H 3.855 -2.083 2.789
48 O -5.150 3.756 -3.172
49 C 6.314 -2.499 -0.651
50 H 2.388 -4.162 1.550
51 N -2.877 1.171 0.813
52 H -1.092 -0.583 -5.621
53 C 0.193 1.798 -1.041
54 H 0.447 2.761 -1.484
55 H -0.959 -0.050 -3.947
56 N 1.820 -2.211 -5.218
57 N -2.268 -3.667 3.157
58 H 1.133 -1.758 -2.820
59 H -3.900 2.199 2.882
60 C -3.461 4.503 -0.655
61 H 4.495 0.993 1.016
62 H -5.922 4.899 3.953
63 O -3.022 1.614 -4.766
64 C -2.445 0.689 -5.311
65 C 4.208 -4.120 2.836
66 N -1.548 0.771 2.453
67 H -1.495 1.774 2.353
68 H 1.486 -2.703 -4.401
69 H 4.044 1.285 3.146
70 H 2.927 -5.453 4.046
71 H -0.425 4.323 1.132
72 C 4.579 0.336 3.092
73 N -4.739 2.692 3.152
74 C 3.985 -5.307 3.827
75 H -3.563 0.871 0.136
76 C 4.527 0.059 1.577
77 C -2.742 3.790 3.652
78 H -4.186 4.463 2.283
79 H -2.867 3.704 -1.098
80 C -2.272 0.229 1.567
81 H -2.647 2.141 0.981
82 N -5.392 3.072 -0.110
83 C -4.962 4.295 -0.769
84 H 1.224 -2.134 -6.030
85 H -3.112 4.396 0.372
86 C 5.738 -0.752 1.057
87 H 7.371 -2.500 -0.383
88 O 0.794 0.672 -1.728
89 H -2.313 -2.759 2.717
90 H -3.637 0.680 -6.811
91 C 0.132 -0.572 -1.285
92 H 2.845 -0.910 -1.584
93 H -2.303 -0.470 -6.967
94 H 4.465 -2.702 4.130
95 N 3.402 -0.806 1.273
96 H -0.889 1.736 -1.156
97 H -5.425 5.089 -0.184
98 H -6.387 3.144 0.048
99 H 0.900 -3.331 2.703
100 H -5.228 3.545 -5.165
101 H 6.281 -2.582 -1.738
102 H 2.855 -5.317 -0.991
103 H -5.591 5.247 -4.634
104 H -3.047 -4.301 3.271
105 O 5.695 -1.221 -0.341
106 H -5.129 2.756 2.223
107 H -5.075 4.186 5.260
108 H 5.246 -3.870 2.618
109 H 1.225 -3.965 -1.294
110 H -0.415 -3.445 -1.883
111 H 0.147 -0.486 -0.198
112 H 2.536 -0.292 1.204
113 C -5.739 4.184 -4.445
114 H 2.797 -0.852 -6.764
115 C -0.931 4.558 2.068
116 N -2.862 0.166 -6.417
117 O -2.509 -0.956 1.540

HOMO: -8.51 eV
Kohn-Sham gap: 8.40 eV
SMILES: COC[C@H](C)N.COC[C@H](C)N.COC[C@H](C)N.COC[C@H](C)N.COC[C@H](C)N.NC(N)=O.NC(N)=O.NC(N)=O.NC(N)=O


- Number 2 is which compound?
  C24H71N13O9


- Number 1 is which compound?
  C24H70BHgN6O6